Entry 1:
Computed, not measured: a 2-piece molecular cluster, C4H9NO2S overall in a non-equilibrium geometry, with the ωB97M-V functional and the def2-TZVPD basis.

The value obtained for the HOMO-LUMO gap (alpha / beta) is 6.1 / 8.6 eV. As for the energy relative to the best compared isomer or geometry (same formula, charge and spin): 3.740 eV. The value obtained for the lowest unoccupied orbital energy (alpha / beta) is 0.6 / -1.3 eV. Its multiplicity is 3.

Each atom is followed by the atoms it is bonded to, with distances in Å.
Element x y z (Å)
1 C -1.195 1.739 0.362  C3 1.319, H9 1.050, H11 1.123
2 C 1.266 -0.132 -1.679  C4 1.519, H12 1.083, H13 1.048, H14 1.194
3 C -0.234 1.471 1.224  C1 1.319, H15 1.137, H16 1.211
4 C 0.782 -0.761 -0.383  C2 1.519, N5 1.333, S8 1.759
5 N -0.512 -1.041 -0.232  C4 1.333, O6 1.204, O7 1.362
6 O -1.385 -0.734 -1.003  N5 1.204
7 O -0.885 -1.583 0.960  N5 1.362, H10 1.064
8 S 1.815 -1.329 0.923  C4 1.759, H17 1.443
9 H -1.068 2.103 -0.614  C1 1.050
10 H -1.856 -1.192 1.154  O7 1.064
11 H -2.199 1.424 0.757  C1 1.123
12 H 0.415 0.142 -2.290  C2 1.083
13 H 1.953 0.656 -1.609  C2 1.048
14 H 1.879 -1.012 -2.206  C2 1.194
15 H -0.633 1.138 2.235  C3 1.137
16 H 0.954 1.447 0.991  C3 1.211
17 H 0.905 -2.337 1.411  S8 1.443

Entry 2:
Computed, not measured: a 2-piece molecular cluster, C4H9NO3 overall in a non-equilibrium geometry, with the ωB97M-V functional and the def2-TZVPD basis.

The value obtained for the HOMO-LUMO gap is 10.6 eV. As for the energy relative to the best compared isomer or geometry (same formula, charge and spin): 1.494 eV. The value obtained for the lowest unoccupied orbital energy is 0.7 eV.

Each atom is followed by the atoms it is bonded to, with distances in Å.
Element x y z (Å)
1 O -1.067 1.217 2.682  C2 1.218
2 C -1.172 0.304 1.882  O1 1.218, N3 1.357, H8 1.098
3 N -0.308 0.194 0.841  C2 1.357, C4 1.461, H9 1.007
4 C -0.387 -0.713 -0.302  N3 1.461, C5 1.561, H10 1.090, H11 1.088
5 C 1.010 -1.351 -0.581  C4 1.561, C6 1.535, H12 1.088, H13 1.085
6 C 0.843 -2.183 -1.860  C5 1.535, O7 1.208, H14 1.104
7 O 1.291 -1.774 -2.905  C6 1.208
8 H -1.921 -0.498 1.890  C2 1.098
9 H 0.331 0.947 0.644  N3 1.007
10 H -0.615 -0.124 -1.191  C4 1.090
11 H -1.076 -1.532 -0.113  C4 1.088
12 H 1.328 -1.967 0.258  C5 1.088
13 H 1.696 -0.550 -0.839  C5 1.085
14 H 0.301 -3.144 -1.858  C6 1.104
15 H 0.481 4.163 0.187  O17 0.980
16 H -0.335 3.271 1.054  O17 0.968
17 O -0.402 3.740 0.210  H15 0.980, H16 0.968